186
Properties=species:S:1:pos:R:3 method="wB97M-V/def2-TZVPD" lumo_energy_ev=-10.901 orbital_gap_ev=9.07 total_charge=+6 de_lowest_kcal_mol=203.6
C -1.556 -5.333 2.976
C -2.430 -4.308 2.195
C -1.918 -4.090 0.752
C -0.892 -5.038 0.136
N -0.051 -4.433 -1.153
C 0.445 -5.705 -1.999
C 0.009 -5.460 -3.470
C -0.115 -3.945 -3.454
C -0.708 -3.489 -2.173
C 1.097 -3.641 -0.484
H -2.045 -5.667 3.891
H -0.609 -4.895 3.294
H -1.249 -6.228 2.435
H -2.576 -3.316 2.622
H -3.475 -4.562 2.370
H -1.517 -3.082 0.858
H -2.713 -3.896 0.032
H -1.471 -5.926 -0.121
H -0.155 -5.339 0.880
H 1.532 -5.768 -1.950
H -0.107 -6.542 -1.572
H 0.867 -5.648 -4.116
H -0.961 -5.860 -3.768
H 0.802 -3.384 -3.634
H -0.761 -3.569 -4.246
H -0.473 -2.455 -1.922
H -1.755 -3.737 -1.999
H 1.540 -3.149 -1.349
H 1.795 -4.388 -0.106
H 0.655 -2.915 0.199
C -2.376 8.295 2.961
C -1.055 8.460 3.742
C -0.005 7.431 3.583
C -0.043 5.920 4.116
N 1.320 5.170 3.878
C 2.008 5.477 2.576
C 2.685 4.184 2.184
C 1.684 3.079 2.598
C 0.996 3.646 3.834
C 2.361 5.619 4.915
H -2.108 8.343 1.905
H -3.106 9.102 3.032
H -2.773 7.321 3.248
H -1.430 8.661 4.745
H -0.706 9.463 3.495
H 0.850 7.908 4.062
H 0.237 7.525 2.524
H -0.827 5.291 3.695
H -0.153 6.015 5.197
H 2.714 6.307 2.576
H 1.096 5.697 2.022
H 3.627 4.183 2.732
H 3.091 4.237 1.174
H 2.173 2.121 2.778
H 0.965 2.944 1.790
H 1.512 3.286 4.724
H -0.061 3.420 3.975
H 2.832 6.566 4.652
H 3.129 4.874 5.124
H 1.913 5.694 5.906
C 2.968 4.970 -2.602
C 1.574 4.994 -2.013
C 0.489 4.498 -2.985
C -0.819 4.387 -2.200
N -2.047 3.863 -3.117
C -3.398 4.407 -2.595
C -4.385 3.279 -2.955
C -3.549 2.107 -3.444
C -2.207 2.394 -2.912
C -1.912 4.149 -4.699
H 3.068 4.015 -3.118
H 3.784 4.998 -1.879
H 3.028 5.848 -3.245
H 1.300 6.030 -1.812
H 1.595 4.519 -1.032
H 0.665 3.466 -3.289
H 0.455 5.172 -3.841
H -1.032 5.436 -1.992
H -0.839 3.864 -1.244
H -3.415 5.374 -3.097
H -3.325 4.710 -1.550
H -5.183 3.488 -3.667
H -5.002 2.981 -2.107
H -3.572 1.930 -4.519
H -3.971 1.178 -3.059
H -1.257 1.952 -3.213
H -2.288 2.187 -1.845
H -2.780 3.895 -5.308
H -1.104 3.479 -4.994
H -1.621 5.190 -4.834
C -0.110 1.636 11.293
C 0.529 0.272 10.950
C 0.766 -0.056 9.393
C -0.473 -0.536 8.619
N -0.541 -0.242 7.061
C -1.446 -1.211 6.326
C -0.786 -1.405 4.925
C 0.698 -0.887 4.953
C 0.834 -0.727 6.521
C -0.765 1.298 6.713
H -1.078 1.626 10.792
H 0.425 2.449 10.803
H -0.397 1.882 12.315
H -0.297 -0.347 11.301
H 1.357 -0.102 11.551
H 1.320 -0.983 9.240
H 1.260 0.806 8.944
H -1.279 0.097 8.992
H -0.776 -1.549 8.884
H -2.483 -0.899 6.450
H -1.504 -2.197 6.787
H -1.288 -0.779 4.186
H -0.876 -2.435 4.582
H 0.950 0.063 4.481
H 1.500 -1.553 4.634
H 1.643 -0.033 6.746
H 1.241 -1.630 6.975
H -1.814 1.435 6.979
H -0.697 1.519 5.647
H -0.116 1.908 7.340
C -3.625 -0.681 -0.177
C -5.056 -1.128 -0.595
N -5.590 -0.824 -1.919
C -5.233 -1.350 -3.207
C -6.085 -0.782 -4.168
N -6.992 0.064 -3.511
C -6.631 0.158 -2.150
C -7.979 0.818 -4.185
H -2.929 -1.038 -0.936
H -3.262 -0.990 0.803
H -3.533 0.399 -0.296
H -5.769 -0.697 0.109
H -5.277 -2.185 -0.447
H -4.435 -2.077 -3.224
H -6.167 -0.847 -5.243
H -7.158 0.669 -1.358
H -7.704 1.156 -5.184
H -8.265 1.682 -3.584
H -8.937 0.301 -4.246
C 5.793 -8.230 -0.923
C 4.377 -7.787 -1.215
N 4.401 -6.412 -1.763
C 4.223 -6.070 -3.095
C 4.245 -4.669 -3.118
N 4.614 -4.152 -1.895
C 4.615 -5.287 -1.031
C 4.833 -2.740 -1.532
H 6.429 -8.528 -1.757
H 5.740 -9.021 -0.174
H 6.447 -7.494 -0.456
H 3.703 -7.735 -0.360
H 3.832 -8.409 -1.925
H 4.156 -6.862 -3.826
H 4.008 -4.156 -4.039
H 4.605 -5.129 0.037
H 4.136 -2.452 -0.744
H 4.717 -2.148 -2.440
H 5.870 -2.591 -1.232
C 1.654 -1.393 -6.073
C 1.032 -2.381 -7.063
N 1.882 -2.428 -8.209
C 1.911 -1.477 -9.240
C 3.021 -1.636 -10.000
N 3.816 -2.547 -9.402
C 3.085 -3.107 -8.288
C 5.232 -2.819 -9.675
H 2.634 -1.647 -5.669
H 1.019 -1.117 -5.231
H 1.808 -0.429 -6.558
H 0.008 -2.222 -7.401
H 1.014 -3.342 -6.548
H 1.137 -0.729 -9.332
H 3.246 -1.136 -10.931
H 3.434 -3.794 -7.532
H 5.304 -3.193 -10.696
H 5.579 -3.677 -9.099
H 5.936 -1.998 -9.542
N -0.094 -0.599 -0.543
S 0.984 0.048 -1.237
O 2.251 -0.596 -0.913
O 1.051 1.450 -1.685
F 0.657 -0.679 -2.716
S 0.035 0.454 0.761
O -0.730 1.713 0.607
O 1.229 0.350 1.559
F -1.023 -0.494 1.577